No. 1
Computed, not measured: a 12-piece molecular cluster, C23H70O15 overall in a non-equilibrium geometry, with ωB97M-V with the def2-TZVPD basis set.

The SMILES is OCCO.OCCO.OCCO.CCO.CCO.CCO.CCO.CCO.CCO.CCO.CCO.CO. The charge is 0.

Each atom is followed by the atoms it is bonded to, with distances in Å.
Positions of all 108 atoms, in Å:
1 O 0.46819 -1.49043 -4.97556  C29 1.414, H44 0.964
2 O -1.02393 -0.70005 -0.78576  C20 1.419, H51 0.963
3 O -1.86792 -3.48352 -4.74712  C22 1.410, H55 0.958
4 O -6.26552 -0.18913 1.39716  C21 1.422, H75 0.961
5 O 0.88825 3.67872 0.46663  C26 1.442, H86 0.972
6 O 3.56110 0.15172 -0.26987  C24 1.439, H48 0.963
7 O 2.54485 -1.80984 1.54881  C30 1.431, H82 0.973
8 O -2.69247 1.11604 -2.28221  C31 1.423, H84 0.968
9 O 3.81876 -4.27596 -1.71050  C36 1.441, H46 0.961
10 O -1.61657 3.70985 1.26454  C32 1.425, H108 0.958
11 O -2.88236 -2.53975 6.97485  C33 1.419, H58 0.961
12 O -1.28684 3.50729 -3.61718  C17 1.405, H73 0.967
13 O 0.23692 -2.72638 2.70486  C16 1.425, H69 0.970
14 O 1.25211 1.40304 -4.19040  C23 1.425, H59 0.968
15 O 0.76141 4.27883 3.13521  C37 1.423, H65 0.974
16 C -0.01453 -3.74812 1.74351  O13 1.425, C25 1.505, H41 1.095, H43 1.094
17 C -2.27938 3.42263 -2.62596  O12 1.405, C31 1.532, H47 1.092, H105 1.098
18 C -2.52881 -1.38365 4.77812  C33 1.513, H87 1.088, H90 1.097, H97 1.096
19 C 3.69454 0.96333 -4.19255  C23 1.529, H40 1.091, H63 1.093, H89 1.093
20 C 0.22580 -0.22281 -0.31257  O2 1.419, C27 1.582, H70 1.087, H95 1.093
21 C -5.11078 -1.00953 1.27042  O4 1.422, C38 1.537, H61 1.089, H106 1.093
22 C -1.55528 -2.44559 -3.84471  O3 1.410, C29 1.543, H94 1.095, H104 1.097
23 C 2.38796 1.05432 -3.40357  O14 1.425, C19 1.529, H77 1.091, H107 1.094
24 C 4.40072 1.11777 0.38733  O6 1.439, H60 1.087, H68 1.090, H99 1.099
25 C -1.50759 -3.72794 1.55889  C16 1.505, H54 1.090, H81 1.097, H83 1.093
26 C 1.27254 3.85314 -0.91231  O5 1.442, C35 1.552, H74 1.092, H102 1.092
27 C -0.13845 0.36936 1.10849  C20 1.582, H57 1.090, H72 1.088, H100 1.090
28 C 3.87477 -1.24629 3.45539  C30 1.539, H52 1.096, H96 1.090, H101 1.092
29 C -0.82381 -1.23492 -4.46215  O1 1.414, C22 1.543, H78 1.094, H93 1.095
30 C 3.75908 -2.15802 2.22104  O7 1.431, C28 1.539, H79 1.091, H85 1.093
31 C -3.30388 2.29631 -2.79151  O8 1.423, C17 1.532, H50 1.100, H67 1.097
32 C -1.65799 4.01891 2.65505  O10 1.425, C37 1.517, H76 1.094, H98 1.093
33 C -3.05605 -2.56281 5.56664  O11 1.419, C18 1.513, H80 1.098, H88 1.089
34 C 1.99625 -2.87470 -2.14408  C36 1.501, H45 1.092, H53 1.093, H92 1.092
35 C 2.40606 4.91053 -0.84462  C26 1.552, H56 1.088, H91 1.088, H103 1.097
36 C 2.40095 -4.15986 -1.48220  O9 1.441, C34 1.501, H49 1.097, H66 1.090
37 C -0.51587 4.90660 3.11302  O15 1.423, C32 1.517, H39 1.095, H62 1.091
38 C -3.84383 -0.14268 1.19433  C21 1.537, H42 1.095, H64 1.088, H71 1.093
39 H -0.43757 5.83715 2.54042  C37 1.095
40 H 4.59276 0.72861 -3.61984  C19 1.091
41 H 0.40294 -4.69465 2.10221  C16 1.095
42 H -3.88071 0.60530 1.99284  C38 1.095
43 H 0.45907 -3.48733 0.79195  C16 1.094
44 H 0.41290 -1.94016 -5.82682  O1 0.964
45 H 2.70223 -2.07676 -1.90520  C34 1.092
46 H 4.11099 -5.18495 -1.60034  O9 0.961
47 H -2.80376 4.37782 -2.55262  C17 1.092
48 H 4.11878 -0.25732 -0.93972  O6 0.963
49 H 1.93982 -5.00988 -1.99983  C36 1.097
50 H -3.55804 2.15649 -3.85219  C31 1.100
51 H -1.37352 -0.06715 -1.42213  O2 0.963
52 H 2.99941 -1.45234 4.08230  C28 1.096
53 H 0.95554 -2.68413 -1.87107  C34 1.093
54 H -2.13985 -4.06708 2.37913  C25 1.090
55 H -1.38838 -4.26589 -4.47339  O3 0.958
56 H 3.37357 4.58752 -0.46605  C35 1.088
57 H -0.73772 -0.44588 1.51294  C27 1.090
58 H -3.44157 -1.86768 7.37437  O11 0.961
59 H 1.14776 0.57608 -4.68229  O14 0.968
60 H 5.28702 0.73797 0.88870  C24 1.087
61 H -5.11880 -1.64819 0.38777  C21 1.089
62 H -0.62740 5.20062 4.15757  C37 1.091
63 H 3.94227 1.90611 -4.68616  C19 1.093
64 H -2.86650 -0.61786 1.23816  C38 1.088
65 H 1.05882 4.16102 2.21557  O15 0.974
66 H 2.09628 -4.24636 -0.43870  C36 1.090
67 H -4.29391 2.57268 -2.40915  C31 1.097
68 H 3.84185 1.85609 0.96140  C24 1.090
69 H 1.17059 -2.49394 2.57978  O13 0.970
70 H 0.91290 -1.06227 -0.23960  C20 1.087
71 H -3.82703 0.43578 0.26732  C38 1.093
72 H 0.70234 0.59019 1.76292  C27 1.088
73 H -0.81686 2.66388 -3.67526  O12 0.967
74 H 0.41778 4.30121 -1.42256  C26 1.092
75 H -6.13372 0.36876 2.16851  O4 0.961
76 H -2.59573 4.54440 2.85577  C32 1.094
77 H 2.57115 1.77294 -2.60364  C23 1.091
78 H -0.57654 -0.55450 -3.64195  C29 1.094
79 H 3.69988 -3.20493 2.52224  C30 1.091
80 H -4.12448 -2.59780 5.31816  C33 1.098
81 H -1.81999 -4.27514 0.66130  C25 1.097
82 H 2.83321 -1.03382 1.03765  O7 0.973
83 H -1.84775 -2.72117 1.30428  C25 1.093
84 H -3.41653 0.47331 -2.28350  O8 0.968
85 H 4.63542 -2.10238 1.56947  C30 1.093
86 H -0.08068 3.61080 0.43461  O5 0.972
87 H -2.49357 -1.45908 3.69333  C18 1.088
88 H -2.66605 -3.52834 5.24851  C33 1.089
89 H 3.55434 0.22168 -4.98327  C19 1.093
90 H -3.06906 -0.47643 5.07378  C18 1.097
91 H 2.02395 5.76409 -0.28939  C35 1.088
92 H 2.02901 -2.83509 -3.23512  C34 1.092
93 H -1.47233 -0.72962 -5.18520  C29 1.095
94 H -2.35054 -2.10428 -3.17438  C22 1.095
95 H 0.65503 0.58498 -0.91049  C20 1.093
96 H 4.73308 -1.41956 4.10535  C28 1.090
97 H -1.51848 -1.06555 5.05843  C18 1.096
98 H -1.60425 3.07976 3.21228  C32 1.093
99 H 4.69822 1.78744 -0.43156  C24 1.099
100 H -0.80971 1.21049 0.93839  C27 1.090
101 H 3.71763 -0.17945 3.28437  C28 1.092
102 H 1.59993 2.91413 -1.36227  C26 1.092
103 H 2.60093 5.28344 -1.85806  C35 1.097
104 H -0.86405 -2.83157 -3.08510  C22 1.097
105 H -1.82592 3.31827 -1.63132  C17 1.098
106 H -5.12346 -1.69889 2.11903  C21 1.093
107 H 2.18269 0.09446 -2.92048  C23 1.094
108 H -2.45403 3.43759 0.88835  O10 0.958

Results of the Mulliken charge analysis, in e, for atoms 1 through 99:
1 O -0.488
2 O 0.111
3 O -0.561
4 O -0.562
5 O -0.350
6 O -0.249
7 O 0.324
8 O -0.385
9 O -0.583
10 O -0.408
11 O -0.558
12 O -0.554
13 O -0.515
14 O -0.517
15 O -0.593
16 C 0.679
17 C -0.063
18 C -0.641
19 C -1.455
20 C 1.993
21 C -0.452
22 C -0.032
23 C 0.873
24 C -0.972
25 C -0.925
26 C 0.659
27 C -0.307
28 C -1.122
29 C 0.237
30 C -0.418
31 C -0.587
32 C -0.290
33 C -0.327
34 C 0.128
35 C -1.565
36 C -0.391
37 C -0.643
38 C -0.302
39 H 0.269
40 H 0.341
41 H 0.477
42 H 0.393
43 H -0.647
44 H 0.244
45 H -0.304
46 H 0.301
47 H 0.483
48 H 0.147
49 H 0.407
50 H 0.231
51 H -0.183
52 H 0.253
53 H -0.398
54 H 0.288
55 H 0.379
56 H 0.311
57 H -0.401
58 H 0.297
59 H 0.290
60 H 0.329
61 H 0.354
62 H 0.368
63 H 0.358
64 H -0.183
65 H 0.424
66 H 0.172
67 H 0.428
68 H 0.271
69 H 0.194
70 H -0.777
71 H 0.176
72 H 0.439
73 H 0.318
74 H 0.191
75 H 0.305
76 H 0.385
77 H -0.079
78 H -0.176
79 H 0.375
80 H 0.253
81 H 0.390
82 H -0.308
83 H -0.059
84 H 0.104
85 H 0.382
86 H 0.223
87 H 0.004
88 H 0.271
89 H 0.350
90 H 0.382
91 H 0.385
92 H 0.670
93 H 0.411
94 H 0.136
95 H -0.665
96 H 0.396
97 H 0.332
98 H 0.188
99 H 0.403


No. 2
Computed, not measured: a 12-piece molecular cluster, C23H70O19 overall in a non-equilibrium geometry, with ωB97M-V with the def2-TZVPD basis set.

The SMILES is OCCO.OCCO.OCCO.OCCO.OCCO.OCCO.OCCO.CCO.CCO.CCO.CCO.CO. The charge is 0.

Each atom is followed by the atoms it is bonded to, with distances in Å.
Positions of all 112 atoms, in Å:
1 O 2.26771 -5.82839 -0.34282  C25 1.374, H85 0.960
2 O 2.07026 -2.43044 -5.63427  C26 1.399, H71 0.960
3 O 5.37345 4.50762 -3.03083  C22 1.381, H77 0.960
4 O -5.02319 4.69711 1.61938  C34 1.370, H60 0.960
5 O -5.33793 -3.31834 5.28844  C28 1.465, H104 0.960
6 O 1.65748 2.54917 4.40846  C40 1.481, H47 0.960
7 O 6.70103 -2.65337 3.23198  C37 1.459, H111 0.960
8 O 1.78090 5.71252 4.36368  C36 1.394, H103 0.960
9 O 4.63972 1.04377 -3.86554  C32 1.447, H74 0.960
10 O -1.85202 -3.21642 4.06056  C29 1.436, H63 0.960
11 O -7.64788 2.01279 1.35210  C39 1.413, H48 0.960
12 O -0.95701 4.20192 -8.68816  C20 1.443, H72 0.960
13 O -0.40867 -3.81546 -2.61251  C31 1.398, H95 0.960
14 O 4.92420 -3.05567 -6.35291  C35 1.354, H102 0.960
15 O -1.09235 -1.12217 0.18731  C38 1.384, H91 0.960
16 O 6.41162 -1.23477 0.86743  C41 1.474, H86 0.960
17 O -2.25479 3.06969 4.84723  C27 1.354, H66 0.960
18 O -5.58255 4.20684 -1.10214  C33 1.407, H108 0.960
19 O 1.97172 -9.04476 -1.65757  C24 1.339, H112 0.960
20 C -1.72214 3.42866 -7.74061  O12 1.443, C21 1.588, H76 1.090, H94 1.090
21 C -0.81660 2.92616 -6.53668  C20 1.588, H45 1.090, H52 1.090, H65 1.090
22 C 4.75508 3.28377 -2.86293  O3 1.381, C32 1.545, H58 1.090, H110 1.090
23 C -2.87920 1.81185 6.79064  C27 1.462, H61 1.090, H79 1.090, H80 1.090
24 C 1.50739 -8.00305 -0.95630  O19 1.339, C25 1.597, H56 1.090, H84 1.090
25 C 2.76258 -7.02948 -0.79040  O1 1.374, C24 1.597, H98 1.090, H101 1.090
26 C 2.63739 -3.01595 -6.77117  O2 1.399, C35 1.477, H69 1.090, H92 1.090
27 C -2.85499 3.07822 6.06070  O17 1.354, C23 1.462, H64 1.090, H81 1.090
28 C -4.21988 -3.79801 4.47236  O5 1.465, C29 1.523, H57 1.090, H88 1.090
29 C -3.08612 -2.79985 4.66417  O10 1.436, C28 1.523, H68 1.090, H107 1.090
30 C 0.60107 0.49957 -0.53251  C38 1.530, H49 1.090, H54 1.090, H67 1.090
31 C -1.54899 -4.51185 -3.02468  O13 1.398, H51 1.090, H55 1.090, H99 1.090
32 C 5.36295 2.29656 -3.88409  O9 1.447, C22 1.545, H105 1.090, H109 1.090
33 C -4.97635 5.35468 -0.55851  O18 1.407, C34 1.503, H73 1.090, H82 1.090
34 C -4.13227 5.09295 0.65700  O4 1.370, C33 1.503, H59 1.090, H87 1.090
35 C 3.80110 -3.81229 -6.33130  O14 1.354, C26 1.477, H62 1.090, H75 1.090
36 C 2.85563 4.82681 4.42316  O8 1.394, C40 1.587, H53 1.090, H89 1.090
37 C 6.56950 -1.21064 3.40149  O7 1.459, C41 1.567, H90 1.090, H106 1.090
38 C -0.18430 -0.16333 0.60054  O15 1.384, C30 1.530, H43 1.090, H46 1.090
39 C -7.15317 0.92179 2.10102  O11 1.413, C42 1.560, H70 1.090, H96 1.090
40 C 2.50378 3.48187 5.18811  O6 1.481, C36 1.587, H50 1.090, H78 1.090
41 C 5.78976 -0.76405 2.11833  O16 1.474, C37 1.567, H44 1.090, H83 1.090
42 C -5.67328 0.55256 1.77292  C39 1.560, H93 1.090, H97 1.090, H100 1.090
43 H 0.42955 -0.49214 1.43910  C38 1.090
44 H 4.73663 -1.04316 2.15183  C41 1.090
45 H -0.04303 2.20605 -6.80337  C21 1.090
46 H -0.86775 0.56406 1.03860  C38 1.090
47 H 0.77400 2.85479 4.62679  O6 0.960
48 H -8.60523 1.95307 1.39099  O11 0.960
49 H 1.04592 -0.17793 -1.26135  C30 1.090
50 H 3.41278 2.88379 5.25223  C40 1.090
51 H -1.81571 -3.99249 -3.94512  C31 1.090
52 H -1.37327 2.38203 -5.77370  C21 1.090
53 H 3.26703 4.71522 3.41996  C36 1.090
54 H -0.11141 1.08939 -1.10922  C30 1.090
55 H -2.33765 -4.44573 -2.27518  C31 1.090
56 H 0.90567 -7.52507 -1.72934  C24 1.090
57 H -4.02993 -4.80696 4.83845  C28 1.090
58 H 4.93835 2.97037 -1.83516  C22 1.090
59 H -3.61019 6.00030 0.96073  C34 1.090
60 H -5.74204 4.17541 1.25515  O4 0.960
61 H -3.03879 2.17058 7.80747  C23 1.090
62 H 4.04831 -4.77038 -6.78851  C35 1.090
63 H -1.73855 -2.71750 3.24828  O10 0.960
64 H -2.15454 3.81458 6.45470  C27 1.090
65 H -0.23880 3.70228 -6.03479  C21 1.090
66 H -2.95997 2.85280 4.23300  O17 0.960
67 H 1.32570 1.14622 -0.03770  C30 1.090
68 H -2.85489 -2.81655 5.72923  C29 1.090
69 H 1.78353 -3.64475 -7.02341  C26 1.090
70 H -7.24108 1.39286 3.08003  C39 1.090
71 H 2.57478 -1.62312 -5.51056  O2 0.960
72 H -1.53470 4.49440 -9.39691  O12 0.960
73 H -5.72125 6.14630 -0.47755  C33 1.090
74 H 5.25726 0.31535 -3.96387  O9 0.960
75 H 3.62939 -4.30794 -5.37582  C35 1.090
76 H -2.37225 2.64170 -8.12289  C20 1.090
77 H 4.68440 5.10351 -2.72797  O3 0.960
78 H 2.24267 3.57857 6.24195  C40 1.090
79 H -3.69674 1.14974 6.50541  C23 1.090
80 H -1.93272 1.29079 6.64652  C23 1.090
81 H -3.86116 3.49073 6.13525  C27 1.090
82 H -4.44196 5.76730 -1.41425  C33 1.090
83 H 5.73459 0.32363 2.16310  C41 1.090
84 H 0.94714 -8.28544 -0.06496  C24 1.090
85 H 1.71051 -5.51117 -1.05731  O1 0.960
86 H 6.69869 -2.10679 1.14812  O16 0.960
87 H -3.43743 4.27860 0.45174  C34 1.090
88 H -4.37869 -3.84540 3.39503  C28 1.090
89 H 3.51181 5.42921 5.05136  C36 1.090
90 H 5.96263 -1.11625 4.30199  C37 1.090
91 H -0.69296 -1.61171 -0.53548  O15 0.960
92 H 2.74633 -2.38497 -7.65327  C26 1.090
93 H -5.57952 -0.51906 1.59704  C42 1.090
94 H -2.49337 4.13211 -7.42684  C20 1.090
95 H -0.17146 -3.26696 -3.36383  O13 0.960
96 H -7.77252 0.02505 2.11993  C39 1.090
97 H -5.26823 0.89488 0.82063  C42 1.090
98 H 3.17203 -6.72739 -1.75435  C25 1.090
99 H -1.25139 -5.55224 -3.15553  C31 1.090
100 H -5.02039 0.90699 2.57056  C42 1.090
101 H 3.47176 -7.52203 -0.12516  C25 1.090
102 H 5.72586 -3.56975 -6.23177  O14 0.960
103 H 1.44761 6.01204 5.21268  O8 0.960
104 H -6.07800 -3.91809 5.16928  O5 0.960
105 H 6.35534 2.08066 -3.48830  C32 1.090
106 H 7.60339 -0.88725 3.52227  C37 1.090
107 H -3.36004 -1.77673 4.40670  C29 1.090
108 H -6.15826 3.83353 -0.43072  O18 0.960
109 H 5.53528 2.63480 -4.90585  C32 1.090
110 H 3.70195 3.49326 -3.05034  C22 1.090
111 H 5.83484 -3.01860 3.03717  O7 0.960
112 H 1.22946 -9.64234 -1.77404  O19 0.960

Results of the Mulliken charge analysis, in e, for atoms 1 through 99:
1 O -0.488
2 O -0.482
3 O -0.519
4 O -0.452
5 O -0.531
6 O -0.426
7 O -0.591
8 O -0.549
9 O -0.496
10 O -0.517
11 O -0.502
12 O -0.524
13 O -0.440
14 O -0.515
15 O -0.473
16 O -0.487
17 O -0.420
18 O -0.476
19 O -0.517
20 C -0.201
21 C -1.013
22 C -0.290
23 C -0.916
24 C -0.164
25 C -0.368
26 C -0.527
27 C -0.319
28 C -0.246
29 C -0.307
30 C -1.028
31 C -0.569
32 C -0.365
33 C -0.651
34 C -0.005
35 C -0.306
36 C -0.299
37 C -0.286
38 C -0.150
39 C -0.378
40 C -0.444
41 C -0.431
42 C -0.756
43 H 0.246
44 H 0.308
45 H 0.275
46 H 0.210
47 H 0.225
48 H 0.266
49 H 0.318
50 H 0.262
51 H 0.322
52 H 0.338
53 H 0.255
54 H 0.291
55 H 0.223
56 H 0.098
57 H 0.284
58 H 0.182
59 H 0.287
60 H 0.183
61 H 0.333
62 H 0.414
63 H 0.289
64 H 0.255
65 H 0.283
66 H 0.220
67 H 0.321
68 H 0.244
69 H 0.266
70 H 0.288
71 H 0.290
72 H 0.297
73 H 0.293
74 H 0.301
75 H 0.252
76 H 0.291
77 H 0.326
78 H 0.360
79 H 0.277
80 H 0.241
81 H 0.329
82 H 0.360
83 H 0.288
84 H 0.299
85 H 0.271
86 H 0.359
87 H 0.154
88 H 0.240
89 H 0.304
90 H 0.257
91 H 0.269
92 H 0.312
93 H 0.328
94 H 0.255
95 H 0.301
96 H 0.368
97 H 0.318
98 H 0.250
99 H 0.161


Frontier orbital gap: 0.36339, 0.37215 (hartree)
Energy relative to the best compared isomer or geometry (same formula, charge and spin): 34.12, 114.26 (kcal/mol)